[1]
Computed, not measured: C13H30ClCrF3N2O11S as an isolated structure at a distorted geometry, with ωB97M-V/def2-TZVPD.

Positions of all 62 atoms, in Å:
Cr  -0.55  24.73  -12.35
Cl  -1.69  26.85  -9.61
S  -1.09  21.67  -13.71
F  -1.11  22.32  -16.25
F  0.82  21.52  -15.51
F  -0.76  20.16  -16.03
O  -0.38  20.74  -12.89
O  -0.73  23.04  -13.40
O  -4.71  25.97  -11.74
O  0.96  24.82  -14.01
O  -0.86  26.13  -10.42
O  -1.20  23.35  -10.91
O  -2.38  27.61  -10.63
O  -2.69  26.06  -8.96
O  -0.32  26.68  -13.08
O  -1.08  27.55  -8.56
O  -2.56  21.43  -13.66
N  -2.55  25.30  -12.91
N  1.26  24.31  -11.36
C  -4.98  25.14  -12.91
C  0.69  27.68  -12.90
C  -2.42  22.85  -10.25
C  2.47  24.41  -12.16
C  -0.15  22.56  -10.34
C  -5.86  26.23  -10.92
C  -2.47  26.25  -14.05
C  2.24  24.19  -13.69
C  -0.48  21.37  -15.55
C  -1.42  27.32  -13.82
C  -3.68  24.43  -13.27
C  1.21  22.88  -11.09
C  0.98  25.23  -15.40
H  3.08  24.55  -14.28
H  0.03  22.68  -9.27
H  -3.13  25.93  -12.37
H  -1.96  28.11  -13.30
H  -2.34  25.75  -15.01
H  2.28  23.13  -13.94
H  3.29  23.85  -11.71
H  -3.25  23.51  -10.47
H  -3.72  24.10  -14.31
H  -5.23  25.84  -13.71
H  1.56  24.70  -10.48
H  -3.37  26.84  -14.23
H  1.56  27.35  -12.33
H  1.08  22.25  -11.97
H  -0.34  21.49  -10.24
H  -6.16  25.33  -10.39
H  2.10  22.59  -10.52
H  -6.68  26.66  -11.51
H  1.60  26.07  -15.70
H  0.38  28.60  -12.39
H  -2.35  22.68  -9.17
H  -2.73  21.95  -10.77
H  -1.12  27.68  -14.81
H  -5.73  24.36  -12.74
H  -5.44  26.86  -10.14
H  1.20  24.47  -16.15
H  -3.53  23.59  -12.58
H  1.08  27.98  -13.88
H  2.77  25.46  -12.16
H  -0.03  25.61  -15.55

spin multiplicity	5
DFT total energy	-3651.86216	Eh
charge	+2
gap between HOMO and LUMO (alpha / beta)	6.87 / 3.99	eV

natural (NBO) atomic charges, in units of e:
1 Cr 1.6930
2 Cl 2.5615
3 S 2.2948
4 F -0.3097
5 F -0.3041
6 F -0.2723
7 O -0.9440
8 O -1.0447
9 O -0.5956
10 O -0.5873
11 O -0.8136
12 O -0.5884
13 O -0.5478
14 O -0.4899
15 O -0.5904
16 O -0.6074
17 O -0.9268
18 N -0.7086
19 N -0.6671
20 C -0.0917
21 C -0.2658
22 C -0.2700
23 C -0.2480
24 C -0.1040
25 C -0.2412
26 C -0.2651
27 C -0.0846
28 C 0.8010
29 C -0.0899
30 C -0.2363
31 C -0.2768
32 C -0.2569
33 H 0.2319
34 H 0.2037
35 H 0.4458
36 H 0.2204
37 H 0.2237
38 H 0.2146
39 H 0.2460
40 H 0.2063
41 H 0.2471
42 H 0.1892
43 H 0.4149
44 H 0.2387
45 H 0.2075
46 H 0.2657
47 H 0.2531
48 H 0.1896
49 H 0.2401
50 H 0.2060
51 H 0.2096
52 H 0.2229
53 H 0.2318
54 H 0.2416
55 H 0.2285
56 H 0.2280
57 H 0.2020
58 H 0.2301
59 H 0.2229
60 H 0.2153
61 H 0.2119
62 H 0.1885

***

[2]
Computed, not measured: C13H30F3IO5Zn as an isolated structure at a distorted geometry, with ωB97M-V/def2-TZVPD.

Positions of all 53 atoms, in Å:
I  -3.17  0.21  0.29
Zn  -0.52  -0.03  -0.19
F  1.39  -2.26  -3.47
F  2.46  -2.24  -1.60
F  3.17  -1.05  -3.24
O  -0.55  2.15  -0.39
O  -0.16  -0.45  -2.35
O  -0.54  -2.14  0.16
O  1.40  -0.05  -0.82
O  0.33  0.27  1.76
C  0.29  3.78  -1.99
C  0.52  3.08  -0.67
C  1.25  -0.24  -2.12
C  0.48  -0.38  4.09
C  -0.67  -0.06  -3.62
C  0.57  -4.28  0.29
C  -0.71  -3.36  2.25
C  0.17  -3.04  1.06
C  0.72  4.05  0.47
C  -0.70  1.70  3.40
C  2.06  -1.46  -2.60
C  -2.19  -0.17  -3.63
C  -0.36  0.29  3.03
H  -0.07  3.06  -2.73
H  0.80  -1.38  3.78
H  -1.49  1.71  4.17
H  -1.17  -2.46  2.65
H  -1.49  -4.06  1.96
H  0.77  3.53  1.42
H  -1.32  -2.62  -0.15
H  1.11  -4.03  -0.62
H  0.13  2.27  3.81
H  1.05  -2.47  1.37
H  -1.38  2.64  -0.31
H  1.28  0.32  1.88
H  -0.07  4.81  0.50
H  -0.36  -4.78  -0.04
H  1.58  0.64  -2.70
H  -0.13  -3.86  3.03
H  -1.30  -0.23  2.86
H  -2.59  0.47  -2.84
H  1.22  4.23  -2.35
H  -1.13  2.25  2.56
H  1.06  -5.03  0.91
H  1.66  4.58  0.33
H  -0.23  -0.69  -4.39
H  -0.38  0.98  -3.81
H  -0.05  -0.40  5.03
H  -2.55  0.18  -4.59
H  1.42  2.46  -0.74
H  -2.52  -1.19  -3.45
H  1.40  0.20  4.25
H  -0.46  4.57  -1.89

DFT total energy	-3266.25236	Eh
ΔE to the lowest compared entry with this formula, charge and spin	0.000	eV
gap between HOMO and LUMO	8.88	eV

natural (NBO) atomic charges, in units of e:
1 I -0.7878
2 Zn 1.6182
3 F -0.3406
4 F -0.3150
5 F -0.3341
6 O -0.7912
7 O -0.6206
8 O -0.7910
9 O -0.9600
10 O -0.7952
11 C -0.6327
12 C 0.0816
13 C 0.3174
14 C -0.6356
15 C -0.0590
16 C -0.6343
17 C -0.6381
18 C 0.0968
19 C -0.6321
20 C -0.6341
21 C 0.9225
22 C -0.6283
23 C 0.0797
24 H 0.2172
25 H 0.2157
26 H 0.2201
27 H 0.2223
28 H 0.2076
29 H 0.2196
30 H 0.4941
31 H 0.2400
32 H 0.2001
33 H 0.1932
34 H 0.4989
35 H 0.5028
36 H 0.2020
37 H 0.1950
38 H 0.1307
39 H 0.2169
40 H 0.2063
41 H 0.2284
42 H 0.2203
43 H 0.2319
44 H 0.2193
45 H 0.2181
46 H 0.1830
47 H 0.1611
48 H 0.2279
49 H 0.2129
50 H 0.2094
51 H 0.2149
52 H 0.2023
53 H 0.2017

***

[3]
Computed, not measured: a 5-piece molecular cluster, C13H30FN5O8S overall at a distorted geometry, with ωB97M-V/def2-TZVPD.

Positions of all 58 atoms, in Å:
S  1.53  -3.08  1.46
F  1.33  -4.42  0.36
O  -0.53  1.48  2.14
O  4.91  -2.63  1.02
O  1.79  -1.74  0.73
O  0.24  -2.91  2.32
O  4.29  -4.98  1.48
O  -2.23  3.17  -2.22
O  4.42  0.80  -1.18
O  -4.70  -3.08  1.72
N  -0.65  3.12  -3.81
N  2.86  -3.33  2.57
N  4.04  2.89  -1.91
N  -4.31  -4.55  3.36
N  -1.77  1.38  0.27
C  -3.94  -3.90  2.22
C  -1.29  3.73  -2.77
C  -3.57  -5.54  4.10
C  -0.81  5.09  -2.34
C  0.47  3.61  -4.58
C  -2.55  0.75  -0.77
C  -2.61  -4.22  1.61
C  -1.30  -0.70  1.51
C  3.73  1.82  -1.12
C  3.36  4.16  -2.00
C  4.06  -3.65  1.66
C  2.55  1.94  -0.19
C  -1.16  0.79  1.34
H  4.09  4.94  -1.75
H  4.40  -1.79  0.79
H  0.81  4.59  -4.25
H  4.84  2.73  -2.50
H  -2.64  -0.32  -0.63
H  -0.90  5.80  -3.16
H  -2.57  -5.28  1.34
H  0.17  3.66  -5.62
H  1.29  2.89  -4.47
H  0.23  5.03  -2.00
H  2.44  1.01  0.37
H  3.08  -2.39  2.97
H  -4.17  -6.45  4.15
H  -2.07  0.97  -1.73
H  -1.42  5.44  -1.50
H  1.64  2.10  -0.77
H  -1.03  2.21  -4.04
H  -0.76  -1.01  2.41
H  -3.55  1.21  -0.76
H  -1.63  2.38  0.23
H  2.51  4.23  -1.32
H  2.71  2.75  0.52
H  -3.42  -5.16  5.12
H  3.02  4.30  -3.03
H  -5.22  -4.27  3.71
H  -1.81  -3.98  2.32
H  -2.60  -5.76  3.65
H  -0.86  -1.21  0.65
H  -2.35  -0.97  1.62
H  -2.46  -3.63  0.71

DFT total energy	-1886.99308	Eh
gap between HOMO and LUMO	6.68	eV

natural (NBO) atomic charges, in units of e:
1 S 2.2343
2 F -0.4239
3 O -0.6616
4 O -0.6637
5 O -0.8249
6 O -0.8068
7 O -0.5026
8 O -0.6451
9 O -0.6473
10 O -0.6387
11 N -0.6159
12 N -0.7820
13 N -0.6200
14 N -0.6179
15 N -0.6162
16 C 0.6742
17 C 0.6779
18 C -0.4111
19 C -0.7210
20 C -0.4138
21 C -0.4056
22 C -0.7282
23 C -0.7244
24 C 0.6761
25 C -0.4113
26 C 0.8132
27 C -0.7191
28 C 0.6749
29 H 0.2012
30 H 0.5271
31 H 0.2107
32 H 0.4026
33 H 0.2046
34 H 0.2311
35 H 0.2249
36 H 0.2025
37 H 0.2003
38 H 0.2222
39 H 0.2514
40 H 0.4318
41 H 0.1956
42 H 0.2037
43 H 0.2507
44 H 0.2298
45 H 0.4046
46 H 0.2472
47 H 0.2046
48 H 0.4044
49 H 0.2136
50 H 0.2326
51 H 0.1970
52 H 0.1903
53 H 0.4015
54 H 0.2456
55 H 0.2144
56 H 0.2231
57 H 0.2396
58 H 0.2417

***

[4]
Computed, not measured: a 4-piece molecular cluster, C13H30N4O4 overall at a distorted geometry, with ωB97M-V/def2-TZVPD.

Positions of all 51 atoms, in Å:
O  -3.89  0.69  1.48
O  -0.05  1.60  -0.05
O  -3.11  -4.09  -0.67
O  4.24  3.42  0.69
N  -0.86  -1.81  -0.41
N  3.94  -2.63  2.27
N  3.91  0.82  3.61
N  3.17  -1.05  -0.77
C  -5.34  1.54  -0.26
C  -0.84  -0.64  0.50
C  2.85  0.53  1.18
C  -3.59  -4.01  -2.01
C  4.93  5.38  -0.55
C  0.41  0.27  0.25
C  3.50  0.81  2.56
C  1.35  0.24  1.48
C  3.78  4.45  -0.19
C  -4.97  0.36  0.62
C  3.70  -1.82  1.54
C  -4.10  -5.35  -2.48
C  3.65  -0.65  0.56
H  -5.83  0.05  1.23
H  -1.42  -2.56  -0.03
H  2.93  1.45  0.57
H  4.59  6.17  -1.23
H  5.35  5.85  0.34
H  0.09  -2.16  -0.56
H  -3.30  -6.10  -2.44
H  0.63  1.97  -0.62
H  4.68  -0.28  0.40
H  -6.17  1.29  -0.93
H  3.38  3.98  -1.08
H  -0.91  -0.96  1.56
H  -4.90  -5.71  -1.83
H  -2.40  -4.74  -0.65
H  4.00  -1.31  -1.29
H  -4.66  -0.49  0.00
H  -1.74  -0.04  0.29
H  -2.77  -3.65  -2.65
H  -4.48  1.85  -0.86
H  -4.39  -3.27  -2.03
H  1.00  1.05  2.16
H  -5.63  2.40  0.35
H  -4.16  1.43  2.03
H  4.58  3.85  1.48
H  1.26  -0.69  2.09
H  2.51  -1.83  -0.71
H  5.73  4.83  -1.04
H  2.98  5.00  0.31
H  -4.47  -5.29  -3.50
H  0.87  -0.11  -0.69

DFT total energy	-1033.22700	Eh
gap between HOMO and LUMO	9.57	eV

natural (NBO) atomic charges, in units of e:
1 O -0.7212
2 O -0.7141
3 O -0.7256
4 O -0.7351
5 N -0.8427
6 N -0.2945
7 N -0.3269
8 N -0.8184
9 C -0.6338
10 C -0.2326
11 C -0.2929
12 C -0.0612
13 C -0.6334
14 C 0.0673
15 C 0.2840
16 C -0.4385
17 C -0.0628
18 C -0.0614
19 C 0.2369
20 C -0.6333
21 C -0.1253
22 H 0.1548
23 H 0.3780
24 H 0.2743
25 H 0.2151
26 H 0.2015
27 H 0.3301
28 H 0.1967
29 H 0.4637
30 H 0.2450
31 H 0.2100
32 H 0.1727
33 H 0.1698
34 H 0.2129
35 H 0.4595
36 H 0.3768
37 H 0.1804
38 H 0.2240
39 H 0.1628
40 H 0.2158
41 H 0.1776
42 H 0.2456
43 H 0.1960
44 H 0.4614
45 H 0.4719
46 H 0.2265
47 H 0.3684
48 H 0.2135
49 H 0.1621
50 H 0.2128
51 H 0.1856

***

Repeat the fourth record exactly.
Computed, not measured: a 4-piece molecular cluster, C13H30N4O4 overall at a distorted geometry, with ωB97M-V/def2-TZVPD.

Positions of all 51 atoms, in Å:
O  -3.89  0.69  1.48
O  -0.05  1.60  -0.05
O  -3.11  -4.09  -0.67
O  4.24  3.42  0.69
N  -0.86  -1.81  -0.41
N  3.94  -2.63  2.27
N  3.91  0.82  3.61
N  3.17  -1.05  -0.77
C  -5.34  1.54  -0.26
C  -0.84  -0.64  0.50
C  2.85  0.53  1.18
C  -3.59  -4.01  -2.01
C  4.93  5.38  -0.55
C  0.41  0.27  0.25
C  3.50  0.81  2.56
C  1.35  0.24  1.48
C  3.78  4.45  -0.19
C  -4.97  0.36  0.62
C  3.70  -1.82  1.54
C  -4.10  -5.35  -2.48
C  3.65  -0.65  0.56
H  -5.83  0.05  1.23
H  -1.42  -2.56  -0.03
H  2.93  1.45  0.57
H  4.59  6.17  -1.23
H  5.35  5.85  0.34
H  0.09  -2.16  -0.56
H  -3.30  -6.10  -2.44
H  0.63  1.97  -0.62
H  4.68  -0.28  0.40
H  -6.17  1.29  -0.93
H  3.38  3.98  -1.08
H  -0.91  -0.96  1.56
H  -4.90  -5.71  -1.83
H  -2.40  -4.74  -0.65
H  4.00  -1.31  -1.29
H  -4.66  -0.49  0.00
H  -1.74  -0.04  0.29
H  -2.77  -3.65  -2.65
H  -4.48  1.85  -0.86
H  -4.39  -3.27  -2.03
H  1.00  1.05  2.16
H  -5.63  2.40  0.35
H  -4.16  1.43  2.03
H  4.58  3.85  1.48
H  1.26  -0.69  2.09
H  2.51  -1.83  -0.71
H  5.73  4.83  -1.04
H  2.98  5.00  0.31
H  -4.47  -5.29  -3.50
H  0.87  -0.11  -0.69

DFT total energy	-1033.22700	Eh
gap between HOMO and LUMO	9.57	eV

natural (NBO) atomic charges, in units of e:
1 O -0.7212
2 O -0.7141
3 O -0.7256
4 O -0.7351
5 N -0.8427
6 N -0.2945
7 N -0.3269
8 N -0.8184
9 C -0.6338
10 C -0.2326
11 C -0.2929
12 C -0.0612
13 C -0.6334
14 C 0.0673
15 C 0.2840
16 C -0.4385
17 C -0.0628
18 C -0.0614
19 C 0.2369
20 C -0.6333
21 C -0.1253
22 H 0.1548
23 H 0.3780
24 H 0.2743
25 H 0.2151
26 H 0.2015
27 H 0.3301
28 H 0.1967
29 H 0.4637
30 H 0.2450
31 H 0.2100
32 H 0.1727
33 H 0.1698
34 H 0.2129
35 H 0.4595
36 H 0.3768
37 H 0.1804
38 H 0.2240
39 H 0.1628
40 H 0.2158
41 H 0.1776
42 H 0.2456
43 H 0.1960
44 H 0.4614
45 H 0.4719
46 H 0.2265
47 H 0.3684
48 H 0.2135
49 H 0.1621
50 H 0.2128
51 H 0.1856

***

Q: The lowest DFT total energy belongs to which entry?
A: C13H30ClCrF3N2O11S

***

Q: DFT total energy of number 2 (C13H30F3IO5Zn)?
A: -3266.25236 Eh